Entry 1:
71
Properties=species:S:1:pos:R:3:forces:R:3:mulliken_charge:R:1 method="wB97M-V/def2-TZVPD" spin_multiplicity=4 gap_ev="8.35 / 8.52" charge=+1 energy_ha=-4255.03409
H 1.75663 1.05003 -3.29787 -0.144 -0.084 0.327 0.188
O 0.57013 4.90933 0.84404 -0.037 -0.060 -0.886 -0.406
H -2.02959 1.22999 1.59104 -0.129 0.094 -0.311 -0.251
O 4.24719 5.01807 0.63969 0.050 0.033 0.053 -0.531
N -2.24848 2.67614 -2.43279 -0.157 0.174 -0.666 0.996
O -5.17769 0.88604 1.20362 -0.052 -0.210 -0.120 -0.531
H -2.93421 -0.18131 2.16039 0.016 0.020 -0.001 0.280
O 0.36780 0.46262 1.60134 -0.056 -0.072 0.070 -0.577
O 1.27546 -1.23778 0.19788 -0.310 -0.223 0.478 -0.570
O 0.51401 -6.49306 2.75101 -0.269 -0.609 -0.073 -0.493
C -4.05228 -2.50306 -0.31988 -0.602 0.330 0.009 0.523
C 1.06184 -5.45759 2.65829 -0.246 0.349 0.210 0.599
F -1.49963 3.95476 0.84822 0.101 0.176 -0.150 -0.400
O 0.93414 6.73821 2.14537 0.158 0.210 -0.357 -0.470
H 4.28559 3.71844 -1.30205 0.209 -0.220 -0.143 0.366
N 3.93893 -2.61679 -2.13548 0.210 -0.066 0.227 0.913
C -3.00044 0.87700 1.91114 0.080 -0.310 0.262 -0.368
H 0.08576 2.88248 0.42821 0.858 0.257 -0.347 -0.279
V -2.19041 -0.48341 -2.10071 1.984 1.375 2.113 1.207
H -1.50198 4.34749 -1.31501 -0.344 -0.111 0.132 0.194
O -3.69422 1.17373 -0.31509 0.323 -0.274 -0.240 -0.418
O -0.77420 -0.18345 -0.33621 -1.459 -0.502 -0.139 -0.027
O 4.37791 -2.32047 -3.22661 -0.024 0.182 -0.086 -0.517
N 0.93314 -0.86046 -3.64080 0.186 -0.555 0.817 0.647
H 2.78150 2.87893 -0.78416 0.039 -0.111 -0.031 0.089
H 5.20526 -2.91497 -0.53343 0.180 0.135 0.043 0.336
C 0.56245 5.63192 2.01904 -0.508 0.063 0.898 0.524
O -1.51142 1.67075 -2.46076 -0.201 -0.520 0.342 -0.440
H -6.85294 -3.71073 -0.74091 0.078 0.218 -0.154 0.297
O -5.34344 -2.27728 -0.45107 0.002 0.054 -0.191 -0.297
H 1.04232 -2.66478 2.65353 -0.019 0.127 0.420 0.156
O 0.01716 4.87487 3.00744 -0.027 -0.179 -0.059 -0.394
H -6.46924 -3.26658 0.94245 -0.002 -0.060 -0.017 0.320
C -6.05663 -3.45647 -0.04744 -0.277 -0.277 0.337 -0.386
F -4.95732 -5.25023 -1.16754 -0.085 0.064 -0.128 -0.264
F 3.79947 -4.28356 2.14924 -0.189 0.134 0.104 -0.341
O 2.99278 -3.34869 -1.93630 -0.085 0.096 -0.021 -0.505
O 1.05931 -1.84609 -4.28839 -0.192 -0.131 -0.388 -0.420
H 2.56553 -3.15526 1.09589 -0.366 -0.398 -0.410 -0.662
O -0.08586 -0.57732 -2.99005 -0.850 0.266 -0.055 -0.297
C -4.97844 -4.52499 -0.02694 0.000 -0.086 -0.067 0.302
O -3.77900 -3.74906 -0.00448 0.399 -0.233 0.285 -0.225
C 1.75273 -3.37119 3.10584 -0.605 0.799 -1.389 -0.286
C 2.49248 -3.90306 1.87834 0.736 -0.020 1.075 1.421
H -4.99876 -5.21262 0.81295 0.150 0.095 0.099 0.305
H 4.33964 2.16622 -0.30813 0.108 -0.029 -0.239 0.331
H -2.19132 4.66361 -2.97692 -0.162 0.185 0.276 0.340
H 2.68238 -0.02826 -4.37253 -0.143 -0.074 -0.072 0.432
H -0.61052 3.88909 -2.78312 0.032 0.010 0.132 0.303
H -3.38986 1.41978 2.76503 0.006 0.048 0.011 0.402
O 1.23547 0.95966 -0.56666 -0.167 0.105 0.686 -0.442
O -3.42549 2.62457 -2.61244 -0.208 -0.154 0.214 -0.484
H 2.33675 -2.84011 3.84728 0.197 -0.444 0.233 0.351
H -0.53639 2.76845 3.00009 -0.627 0.653 0.252 0.407
H 1.11970 3.20767 2.73321 -0.056 -0.242 -0.301 0.248
O 3.32112 3.39309 1.69937 -0.077 -0.260 -0.023 -0.553
C 2.09548 0.03519 -3.45855 0.580 0.474 -0.966 -0.560
O 1.01027 -4.47597 3.58495 0.557 -0.137 0.224 -0.340
C 3.82390 3.08725 -0.55636 -0.337 0.255 0.559 -0.658
N 3.80476 3.89621 0.70392 -0.049 0.352 -0.158 0.947
H 5.23679 -1.22033 -1.18390 0.121 -0.066 -0.124 0.296
C 4.63130 -2.07647 -0.92070 -0.469 -0.374 0.038 -0.542
H 3.83887 -1.83570 -0.21745 0.075 0.125 0.023 0.034
C 0.09000 3.52601 2.54236 1.047 -0.467 -0.226 -0.220
N -4.03239 0.97532 0.84689 -0.022 0.461 0.098 0.815
Cl 0.55124 -0.00722 0.26951 1.027 0.530 -1.856 1.158
C -0.11810 3.73480 1.06093 -0.763 -0.564 1.186 1.034
O -3.22090 -1.61887 -0.44238 0.490 -0.166 -1.123 -0.552
C -1.59660 4.01776 -2.34335 0.603 -0.334 -0.613 -0.770
H 2.74162 -0.33854 -2.67324 -0.424 -0.064 0.361 0.050
O 1.77893 -5.05372 1.57120 0.138 0.237 -0.464 -0.340



Entry 2:
56
Properties=species:S:1:pos:R:3:forces:R:3:mulliken_charge:R:1 method="wB97M-V/def2-TZVPD" gap_ev=9.14 smiles="OCC[Si@@](F)(Cl)COc1ccccc1.CCOC(=O)OC.CCOC(=O)OC" charge=0 energy_ha=-2116.00422
Si 0.80873 -2.12721 6.56426 0.079 1.918 0.146 0.682
H -1.59178 2.99044 -9.73920 0.143 -0.036 -0.060 0.310
O -1.76844 -4.26545 8.84141 1.041 -1.172 -0.629 -0.522
H -0.25248 1.56838 3.67352 0.166 0.189 -0.194 0.237
H 0.72170 -2.48155 9.02873 -1.213 0.002 -1.206 0.266
C 1.92412 -3.01336 0.67883 -4.085 0.881 1.911 -0.488
C 0.49815 3.23388 -9.22611 -0.042 0.076 -0.640 -0.170
H 2.97728 -3.16723 0.25944 -1.851 0.261 0.707 0.327
H -0.60981 -3.28639 4.70821 0.416 1.465 0.216 0.408
H -1.31933 -1.65460 5.30667 1.190 -1.016 -0.458 0.246
H -2.26530 1.62653 -5.50250 0.122 -0.137 -0.072 0.302
H -0.24632 4.52282 -1.73851 0.149 -0.011 -0.087 0.318
C 1.33520 3.09486 -1.38795 -0.050 0.066 -0.592 -0.212
O 0.33358 3.29852 -7.80416 -0.009 -0.380 0.363 -0.351
H -0.92419 -1.89764 8.47192 1.064 -1.270 -0.637 0.323
O 1.17604 3.15751 0.03402 0.019 -0.355 0.311 -0.365
C 0.50444 2.13188 0.58483 -0.118 0.155 0.059 0.733
C -0.93511 -2.56222 1.91462 3.130 -0.259 -0.936 -0.041
O 0.30200 -1.42461 3.98159 -0.520 -2.243 -2.112 -0.186
H -1.93694 -5.23311 8.90026 -0.085 1.009 0.053 0.312
C -0.06679 -2.60943 8.19358 1.023 -0.381 1.087 -0.584
H -0.53138 -4.51372 7.09550 -0.068 0.173 1.410 0.160
H 0.22305 3.58301 -3.17443 0.046 0.038 0.061 0.266
H 1.64190 2.09307 -1.70125 -0.156 0.025 0.192 0.283
O 0.04633 1.18347 -0.00497 0.206 0.331 0.198 -0.562
C -0.34043 2.27529 -7.25372 -0.090 0.216 -0.082 0.722
C -0.75442 -3.23538 0.51499 2.786 1.142 1.622 -0.477
H -0.75673 2.84990 -1.89317 0.134 -0.038 -0.018 0.290
C 1.72356 -2.34744 2.06518 -1.887 -0.768 -1.446 -0.173
C -1.21091 1.52917 -5.23359 -0.257 -0.284 0.353 -0.467
H 0.78136 -3.89546 -1.12862 -0.406 0.663 1.600 0.323
H -0.60684 3.72114 -11.01706 0.033 0.011 0.078 0.353
C -0.47454 -4.16318 8.18453 0.112 0.685 -0.137 -0.261
F 1.30187 -0.46268 6.71224 -0.748 -3.323 -0.336 -0.344
H -1.41436 1.47735 2.33860 0.103 -0.127 -0.089 0.320
H 2.15064 3.77565 -1.64295 -0.055 -0.019 0.331 0.308
C -0.76606 3.67764 -9.93753 -0.287 -0.069 0.127 -1.091
H 1.31523 3.91366 -9.47853 -0.051 -0.021 0.344 0.288
H -1.68192 -3.55451 -0.08774 1.681 0.600 1.188 0.297
O -0.43988 2.50526 -5.93305 0.177 -0.056 -0.424 -0.267
Cl 2.44569 -3.43058 6.20320 -0.893 0.979 0.292 -0.296
C 0.31140 -2.09039 2.70744 1.176 -1.827 -3.625 0.046
H -1.08016 4.66322 -9.58424 0.156 -0.007 -0.088 0.290
C 0.06797 3.53810 -2.09395 -0.270 -0.063 0.076 -0.975
H -1.97097 -2.40774 2.37129 1.643 -0.278 -0.858 0.333
C -0.35555 -2.21707 5.01153 -0.659 0.644 0.989 -0.624
O 0.40916 2.35847 1.90558 0.166 -0.011 -0.527 -0.365
H -0.00210 0.37056 2.40101 -0.097 0.220 -0.168 0.073
C -0.35880 1.37905 2.60472 -0.249 -0.245 0.355 -0.305
H -1.10651 1.72158 -4.16530 0.132 0.191 -0.199 0.017
H -0.85385 0.51804 -5.43774 -0.094 0.137 -0.130 0.313
H 0.80506 2.23150 -9.53690 -0.159 0.028 0.196 0.307
H 2.66565 -2.02865 2.64621 -1.811 -0.494 -0.907 0.311
C 0.64704 -3.43564 -0.09713 -0.055 1.357 3.060 -0.367
O -0.79740 1.32582 -7.84215 0.226 0.317 0.258 -0.552
H 0.30218 -4.81048 8.73853 -1.052 1.116 -0.927 0.278



Strongest force on any atom values (in eV/Å) by entry order: 3.21, 4.59.